*A*
{
  "formula": "C4H7NO",
  "method": "the ωB97M-V functional and the def2-TZVPD basis",
  "homo_energy_ha": -0.27701,
  "orbital_gap_ev": 8.2,
  "lumo_energy_ev": 0.71,
  "symbols": ["C", "O", "C", "C", "N", "C", "H", "H", "H", "H", "H", "H", "H"],
  "coordinates": [[1.37858, 0.26549, -0.11072], [0.71544, 1.06562, 0.85885], [-0.67150, 1.01406, 0.69020], [-0.42902, -1.47295, 0.44649], [-0.93804, -0.14298, -0.17570], [0.34870, -0.74432, -0.58794], [2.22504, -0.21581, 0.38417], [1.74190, 0.88883, -0.94177], [-1.13540, 0.84061, 1.66414], [-1.06758, 1.92494, 0.21725], [-1.02335, -2.25446, -0.04553], [-1.64725, -0.04640, -0.89743], [0.40147, -1.01426, -1.64792]],
  "mulliken_charge": [-0.4741, -0.3450, -0.3649, -0.7489, -0.0833, 0.0201, 0.2704, 0.2881, 0.2728, 0.3191, 0.1790, 0.3272, 0.3393]
}



*B*
{
  "formula": "C4H7NO",
  "method": "the ωB97M-V functional and the def2-TZVPD basis",
  "homo_energy_ha": -0.38114,
  "orbital_gap_ev": 11.2,
  "lumo_energy_ev": 0.85,
  "symbols": ["C", "O", "C", "C", "C", "N", "H", "H", "H", "H", "H", "H", "H"],
  "coordinates": [[-2.02524, -0.79845, 0.03497], [-1.13440, 0.29425, 0.01848], [0.19028, -0.02066, 0.33576], [1.10465, 1.04384, -0.27876], [2.47782, 0.53778, -0.25443], [3.52686, 0.05331, -0.21645], [-1.49138, -1.74695, -0.10262], [-2.58701, -0.85429, 0.97526], [-2.72671, -0.66811, -0.79428], [0.35689, -0.07088, 1.42167], [0.45753, -0.99690, -0.08834], [1.04571, 1.99230, 0.26350], [0.80500, 1.23476, -1.31477]],
  "mulliken_charge": [-0.6281, -0.3220, -0.4699, -0.3102, 0.1987, -0.3891, 0.3227, 0.2337, 0.2193, 0.2793, 0.3434, 0.2622, 0.2600]
}



*C*
{
  "formula": "C4H7NO",
  "method": "the ωB97M-V functional and the def2-TZVPD basis",
  "homo_energy_ha": -0.28410,
  "orbital_gap_ev": 8.8,
  "lumo_energy_ev": 1.03,
  "symbols": ["C", "N", "C", "C", "C", "O", "H", "H", "H", "H", "H", "H", "H"],
  "coordinates": [[-1.34685, -0.57028, 1.59825], [-1.18531, 0.15241, 0.34781], [0.05344, 0.51989, -0.10201], [0.65370, 0.92833, -1.23366], [1.91142, 1.00539, -0.41413], [1.12736, 0.55493, 0.75048], [-0.69478, -1.44741, 1.69153], [-2.38364, -0.90779, 1.65686], [-1.16524, 0.08307, 2.45570], [0.37993, 1.12790, -2.25665], [-1.77434, -0.16669, -0.40683], [2.70369, 0.28020, -0.62394], [2.34209, 1.98911, -0.20558]],
  "mulliken_charge": [-0.7754, -0.2557, 0.2656, -0.4713, -0.1757, -0.4173, 0.2757, 0.3259, 0.2459, 0.3409, 0.2668, 0.1853, 0.1893]
}



*D*
{
  "formula": "C4H7NO",
  "method": "the ωB97M-V functional and the def2-TZVPD basis",
  "homo_energy_ha": [-0.31690, -0.33065],
  "orbital_gap_ev": [8.3, 8.8],
  "lumo_energy_ev": [-0.30, -0.21],
  "symbols": ["O", "C", "N", "C", "C", "C", "H", "H", "H", "H", "H", "H", "H"],
  "coordinates": [[2.58050, -1.58713, -0.37801], [1.81422, -0.66049, -0.54092], [0.96278, -0.21017, 0.42851], [-0.10959, 0.66142, 0.03825], [-1.10113, 0.87792, 1.03432], [-1.08382, -0.29181, -0.97000], [1.74015, -0.06994, -1.47716], [0.86083, -0.78305, 1.25949], [0.24708, 1.56150, -0.46800], [-1.23116, 0.25394, 1.91150], [-1.65201, 1.82611, 1.04877], [-2.16710, -0.19770, -0.95006], [-0.84147, -1.38441, -0.93467]],
  "mulliken_charge": [-0.5532, 0.0589, -0.2338, 0.4590, -1.0545, -0.7264, 0.3306, 0.2263, 0.2816, 0.2836, 0.2832, 0.3840, 0.2607]
}



The most stable arrangement is *B*, and the next structure is 1.004 eV less stable.



*A*
{
  "formula": "C4H7NO",
  "method": "the ωB97M-V functional and the def2-TZVPD basis",
  "homo_energy_ha": -0.32417,
  "orbital_gap_ev": 9.5,
  "lumo_energy_ev": 0.64,
  "symbols": ["C", "O", "C", "C", "C", "N", "H", "H", "H", "H", "H", "H", "H"],
  "coordinates": [[2.05640, 0.54175, -0.11623], [1.49605, -0.78709, -0.17631], [0.59644, -0.97976, -1.09100], [-2.13651, -0.24358, 0.27811], [-1.28288, 0.84393, 0.75068], [-0.61923, 1.70963, 1.13561], [1.31502, 1.26634, -0.44987], [2.93827, 0.55242, -0.75855], [2.33396, 0.72097, 0.92281], [0.35791, -2.06724, -0.94764], [-1.53136, -1.00885, -0.21127], [-2.67424, -0.68693, 1.11880], [-2.84983, 0.13842, -0.45512]],
  "mulliken_charge": [-0.5412, -0.1730, -0.3942, -0.6161, 0.4160, -0.4341, 0.3460, 0.2660, 0.2456, 0.2065, 0.1580, 0.2767, 0.2439]
}



*B*
{
  "formula": "C4H7NO",
  "method": "the ωB97M-V functional and the def2-TZVPD basis",
  "homo_energy_ha": -0.33116,
  "orbital_gap_ev": 10.0,
  "lumo_energy_ev": 1.00,
  "symbols": ["C", "C", "O", "H", "H", "C", "N", "C", "H", "H", "H", "H", "H"],
  "coordinates": [[0.42945, -1.30720, 2.04432], [-0.74298, -0.87661, 1.63978], [-1.79874, -0.50788, 1.29643], [1.29581, -1.03361, 1.45743], [0.50346, -1.87930, 2.95917], [0.31817, -0.50059, -1.59561], [0.49180, 0.32257, -0.65323], [-0.12178, 1.63170, -0.77818], [-0.25414, -0.26942, -2.50540], [0.74054, -1.50371, -1.51032], [-0.38112, 1.89570, -1.81462], [-1.03364, 1.63909, -0.17032], [0.55317, 2.38928, -0.36945]],
  "mulliken_charge": [-0.9404, 0.7505, -0.3907, 0.3163, 0.2790, -0.2842, -0.2856, -0.7709, 0.2355, 0.2644, 0.3295, 0.2393, 0.2573]
}



The most stable arrangement is *B*, and the next structure is 1.724 eV less stable.



*A*
{
  "formula": "C4H7NO",
  "method": "the ωB97M-V functional and the def2-TZVPD basis",
  "homo_energy_ha": -0.35928,
  "orbital_gap_ev": 10.8,
  "lumo_energy_ev": 1.02,
  "symbols": ["C", "C", "O", "C", "C", "N", "H", "H", "H", "H", "H", "H", "H"],
  "coordinates": [[1.96096, -0.19316, 0.34851], [0.56005, 0.36916, 0.41392], [0.29761, 1.43950, 0.92571], [-0.49344, -0.42130, -0.30504], [-1.91358, -0.11882, -0.00221], [-1.33584, 0.31786, -1.25651], [2.28142, -0.16447, -0.70173], [1.99508, -1.23877, 0.68039], [2.64487, 0.41592, 0.94164], [-0.21196, -1.41807, -0.63741], [-2.08864, 0.62766, 0.76897], [-2.63967, -0.92410, -0.08011], [-1.10496, 1.30897, -1.19617]],
  "mulliken_charge": [-1.1935, 0.6071, -0.5732, 0.0479, -0.4226, -0.5721, 0.3113, 0.3432, 0.3197, 0.3479, 0.2494, 0.2460, 0.2890]
}



*B*
{
  "formula": "C4H7NO",
  "method": "the ωB97M-V functional and the def2-TZVPD basis",
  "homo_energy_ha": -0.32377,
  "orbital_gap_ev": 9.4,
  "lumo_energy_ev": 0.63,
  "symbols": ["C", "O", "C", "C", "C", "N", "H", "H", "H", "H", "H", "H", "H"],
  "coordinates": [[2.08618, 0.50736, -0.01758], [1.31882, -0.71634, -0.09554], [0.52350, -0.75533, -1.12150], [-2.06467, -0.33711, 0.27773], [-1.24512, 0.84063, 0.55622], [-0.67664, 1.81052, 0.82778], [1.42845, 1.35181, -0.21828], [2.86671, 0.42598, -0.77298], [2.51598, 0.56964, 0.98290], [0.09966, -1.79104, -1.05515], [-1.48746, -1.18443, -0.09460], [-2.55248, -0.64499, 1.20373], [-2.81292, -0.07669, -0.47274]],
  "mulliken_charge": [-0.5325, -0.1611, -0.4110, -0.6622, 0.4350, -0.4644, 0.3541, 0.2786, 0.2360, 0.1897, 0.1813, 0.2948, 0.2616]
}



*C*
{
  "formula": "C4H7NO",
  "method": "the ωB97M-V functional and the def2-TZVPD basis",
  "homo_energy_ha": -0.35347,
  "orbital_gap_ev": 10.6,
  "lumo_energy_ev": 1.01,
  "symbols": ["C", "C", "C", "N", "C", "O", "H", "H", "H", "H", "H", "H", "H"],
  "coordinates": [[1.43044, 0.59947, 0.20969], [0.32933, -0.08866, -0.58011], [-0.44842, -1.16307, 0.19393], [-1.62825, -0.46031, 0.71503], [-1.68690, 0.60757, 0.03439], [-0.71116, 0.88422, -0.86117], [1.85589, 1.43353, -0.35606], [1.03203, 0.99191, 1.15110], [2.23304, -0.10768, 0.44223], [0.70699, -0.46715, -1.53173], [-0.79571, -1.95648, -0.48061], [0.15579, -1.63020, 0.97741], [-2.47306, 1.35686, 0.08589]],
  "mulliken_charge": [-1.2900, 0.3772, -0.4842, -0.4919, 0.0491, -0.3978, 0.3443, 0.3003, 0.3476, 0.2830, 0.2745, 0.3043, 0.3835]
}



*D*
{
  "formula": "C4H7NO",
  "method": "the ωB97M-V functional and the def2-TZVPD basis",
  "homo_energy_ha": -0.35291,
  "orbital_gap_ev": 10.4,
  "lumo_energy_ev": 0.79,
  "symbols": ["C", "N", "C", "C", "O", "C", "H", "H", "H", "H", "H", "H", "H"],
  "coordinates": [[1.08415, -1.14381, -0.47149], [-0.04271, -0.38972, 0.00323], [-0.78595, 0.54407, -0.76044], [-1.40043, 0.94758, 0.58823], [-2.40590, 1.43377, 1.00601], [-0.03255, 0.48774, 1.11514], [1.90537, -0.48475, -0.78524], [1.42978, -1.80452, 0.33058], [0.76404, -1.76226, -1.31693], [0.04345, 1.63873, -0.67600], [-1.28255, 0.19680, -1.68173], [0.24223, 0.08702, 2.10488], [0.53137, 1.60141, 0.53981]],
  "mulliken_charge": [-0.8166, -0.0009, -0.5066, 0.5133, -0.5219, -0.5072, 0.3408, 0.2841, 0.2834, 0.1049, 0.3613, 0.3629, 0.1024]
}



The most stable arrangement is *C*, and the next structure is 0.722 eV less stable.